DFT (wB97M-V/def2-TZVPD) results for C46H40AsBr4F6HgN7O4S2 as an isolated structure.

Geometry as XYZ:
```
111
Properties=species:S:1:pos:R:3:forces:R:3
Hg 1.046749 -0.265070 0.373560 0.006 0.200 0.199
O -3.466009 3.762264 2.241647 0.035 0.155 0.093
C -2.153591 4.035566 2.421275 -0.078 0.005 -0.011
C -1.833176 5.080869 3.286723 -0.024 -0.005 -0.002
C -0.512994 5.424668 3.512114 0.016 -0.010 -0.005
C 0.515142 4.734440 2.879068 -0.008 0.017 0.025
C 0.202849 3.691954 2.027581 -0.044 -0.024 0.021
C -1.121712 3.322453 1.787371 0.053 -0.038 -0.007
C -1.352650 2.179769 0.849392 0.113 0.043 0.200
O -0.376151 1.558659 0.390279 -0.130 -0.124 -0.367
N -2.649930 1.963992 0.585246 0.000 -0.034 -0.052
N -2.908689 1.009892 -0.326821 -0.044 0.019 -0.008
C -3.601202 0.407685 -1.046278 0.040 -0.030 0.057
S -4.509339 -0.458775 -2.067410 -0.034 -0.022 -0.020
C -4.294865 1.111123 -5.386460 0.024 0.004 0.007
C -3.099979 1.343640 -5.904110 0.012 0.028 0.007
S -0.847594 0.728086 -3.356320 -0.033 -0.043 0.048
H -3.512170 3.045502 1.563151 0.019 -0.089 -0.019
H -2.647228 5.608572 3.767754 0.004 0.001 0.003
H -0.284437 6.239760 4.189650 -0.001 0.004 -0.007
H 1.550920 4.999032 3.043605 -0.003 0.002 0.001
H 0.989220 3.144146 1.528287 0.012 -0.017 -0.035
H -4.781510 1.825613 -4.734983 -0.002 0.002 0.004
H -4.817525 0.178097 -5.556558 -0.004 -0.003 -0.007
H -2.560707 2.261738 -5.701035 0.001 0.005 -0.004
H -2.592906 0.611302 -6.520306 -0.007 -0.002 -0.016
C 0.907203 -4.038603 1.053847 -0.012 -0.024 -0.009
C 2.313963 -3.914661 0.540179 -0.020 -0.020 0.027
C 3.348119 -4.666128 1.088828 0.011 -0.009 0.002
C 4.655591 -4.493190 0.667591 -0.003 0.010 -0.006
C 4.948828 -3.540241 -0.295857 -0.012 -0.008 0.011
C 3.948112 -2.760701 -0.859196 0.007 0.002 -0.024
C 4.261948 -1.627438 -1.791386 0.003 0.002 -0.006
C 2.633279 -2.994147 -0.455039 0.029 0.000 -0.023
N 1.600851 -2.172553 -0.997495 -0.023 0.022 0.047
C 1.012596 -2.473819 -2.077874 0.010 -0.031 0.037
C 1.301903 -3.731281 -2.859387 -0.013 0.016 0.004
C -0.004803 -1.543597 -2.657677 -0.067 0.010 -0.051
C -1.149397 -2.112480 -3.449109 0.033 0.002 0.012
N 0.206385 -0.289740 -2.527053 0.101 -0.021 -0.080
C -0.029854 2.299622 -3.333410 0.061 -0.045 -0.051
C 1.292005 2.434432 -3.791983 -0.062 -0.012 0.008
C 2.132932 1.263130 -4.214263 0.000 0.002 0.065
C 1.835394 3.709265 -3.856002 -0.007 0.008 -0.002
C 1.089717 4.821906 -3.509394 0.026 0.013 0.015
C -0.221903 4.675679 -3.103682 -0.018 -0.010 0.005
C -0.807709 3.417061 -3.008238 -0.006 0.019 -0.007
C -2.248057 3.337855 -2.567191 -0.008 -0.007 -0.002
H 0.850257 -4.811225 1.820474 0.002 -0.008 0.008
H 0.201663 -4.291701 0.258151 -0.011 -0.005 -0.005
H 0.570769 -3.096266 1.496074 0.010 -0.033 -0.004
H 3.119998 -5.368674 1.881947 -0.006 -0.002 0.007
H 5.453218 -5.063727 1.126475 0.004 -0.002 0.001
H 5.977536 -3.353510 -0.578482 0.008 0.006 -0.001
H 5.328255 -1.596798 -2.012950 0.003 -0.004 -0.002
H 3.990857 -0.678985 -1.318619 0.002 0.000 0.004
H 3.714869 -1.699130 -2.735927 -0.004 0.003 -0.003
H 2.305613 -4.087629 -2.638756 0.005 0.003 0.003
H 1.196770 -3.558649 -3.930584 -0.010 0.011 0.002
H 0.597189 -4.517555 -2.575418 0.003 -0.002 0.004
H -1.199235 -3.198228 -3.394318 0.015 -0.016 -0.003
H -1.062510 -1.810479 -4.498470 -0.006 0.008 -0.018
H -2.092596 -1.697984 -3.078632 0.017 -0.003 -0.021
H 2.494391 0.719863 -3.341126 -0.008 -0.002 0.005
H 2.998312 1.613601 -4.776234 -0.008 -0.005 0.002
H 1.559798 0.568870 -4.833784 -0.014 -0.010 -0.006
H 2.870192 3.818924 -4.150176 -0.006 0.005 -0.015
H 1.541731 5.805105 -3.543518 0.000 0.009 -0.003
H -0.811326 5.545247 -2.835748 0.001 0.007 0.001
H -2.799261 4.190940 -2.966980 -0.005 0.006 0.004
H -2.319158 3.382074 -1.479227 0.006 -0.017 0.015
H -2.749926 2.427419 -2.891658 0.007 0.029 0.000
Br 3.100564 -3.331824 6.589920 -0.005 -0.003 -0.001
C 3.105406 -2.419683 4.926539 0.015 -0.014 0.011
C 4.287135 -2.148230 4.268979 0.001 0.012 -0.028
Br 5.949984 -2.670551 5.018392 -0.005 0.000 -0.002
C 4.255109 -1.493225 3.025010 0.025 -0.046 0.055
Br 5.845106 -1.058387 2.093405 0.004 0.014 0.000
C 3.064578 -1.117607 2.406084 -0.056 -0.005 -0.072
O 3.045273 -0.592340 1.221189 0.049 0.064 0.103
C 1.819834 -1.342488 3.123845 0.104 -0.023 0.024
O 0.699920 -0.960553 2.603504 -0.020 0.033 -0.124
C 1.893595 -2.010388 4.344641 -0.005 -0.006 -0.001
Br 0.224807 -2.366766 5.188783 0.010 -0.007 0.000
F 2.534758 1.448864 -1.009931 0.077 0.006 0.003
As 3.668939 2.710324 -0.505474 -0.125 0.092 0.015
F 3.168320 2.486038 1.138322 0.036 0.031 -0.049
F 4.912111 1.527204 -0.329255 0.018 -0.048 -0.014
F 4.767741 3.973339 -0.040747 -0.021 -0.035 -0.010
F 4.129722 2.910401 -2.180291 0.010 -0.011 0.038
F 2.401984 3.882637 -0.719969 0.056 -0.031 -0.013
N -7.085059 -0.537867 6.939351 -0.030 -0.026 0.009
C -6.373912 -0.740277 6.058706 0.048 0.048 -0.003
C -5.486867 -0.991352 4.955648 -0.017 -0.016 -0.006
C -4.106765 -0.887070 5.124410 0.002 -0.015 -0.003
C -3.258095 -1.150627 4.066238 -0.011 0.000 -0.007
C -3.796046 -1.502869 2.832274 0.010 0.004 -0.006
C -5.171406 -1.589704 2.650389 -0.008 0.010 0.003
C -6.016008 -1.342344 3.715213 -0.006 -0.012 0.000
N -2.932625 -1.752701 1.749280 -0.036 -0.023 0.042
C -3.101216 -2.658549 0.717684 -0.019 0.014 -0.007
C -2.025361 -2.487331 -0.090831 -0.031 0.045 -0.081
N -1.212024 -1.493699 0.402950 -0.046 -0.083 0.054
C -1.773925 -1.090115 1.508789 0.021 0.095 -0.047
H -3.699251 -0.613462 6.087891 -0.001 0.002 0.002
H -2.182994 -1.105808 4.194655 -0.002 0.002 0.003
H -5.569022 -1.815472 1.669727 -0.003 -0.003 0.005
H -7.088234 -1.401798 3.587095 0.000 0.003 0.000
H -3.948203 -3.317621 0.665714 -0.005 -0.010 0.000
H -1.800345 -3.009944 -1.005639 0.002 0.001 0.036
H -1.392584 -0.324963 2.162344 0.006 -0.002 0.015
```
Positions in Å, forces in eV/Å.

Results
Max |F| = 0.4 eV/Å
Gap between HOMO and LUMO = 5.74 eV
M = 1528.12 g mol⁻¹
2S+1 = 1
Total charge = -2
LUMO = 3.4902 eV
ΔE to the lowest compared entry with this formula, charge and spin = 159.7 kJ/mol
Calculated total energy = -450137.042 eV